180
Properties=species:S:1:pos:R:3:forces:R:3:mulliken_charge:R:1 method="wB97M-V/def2-TZVPD" e_tot_ha=-3727.445215 de_lowest_kcal_mol=292.3 homo_ha=-0.319 total_charge=0
C -1.4415 -0.1509 0.9212 0.3 0.9 0.6 0.1911
O -2.2463 -0.9684 1.3051 -0.7 -0.7 0.2 -0.7563
N -0.4879 -0.3325 0.0209 2.2 0.4 -2.0 1.2496
C 0.4254 0.8213 -0.3342 0.3 -0.6 0.3 -0.4698
C -0.3330 -1.5788 -0.7577 0.4 0.7 0.3 -0.7452
H -1.3762 0.8763 1.3123 -0.3 0.1 0.2 -0.0478
H 0.0037 1.6235 -0.9398 -0.7 -0.2 0.3 -0.0428
H 1.3274 0.5332 -0.8741 -0.2 -1.0 -0.2 0.0413
H 0.8991 1.2378 0.5547 -0.6 0.2 0.4 0.2558
H -0.2155 -1.2900 -1.8021 -0.7 -0.2 -0.3 -0.2297
H 0.6208 -2.0728 -0.5723 0.1 0.0 0.6 0.0262
H -1.1362 -2.2718 -0.5072 0.0 0.2 -0.3 0.5690
C -0.9075 -1.9813 7.1504 -1.3 -2.1 1.5 0.0868
O -1.5561 -2.9816 7.4328 0.4 0.2 0.0 -0.5992
N -1.1987 -1.1653 6.1612 0.6 1.3 -2.2 0.2752
C -0.2374 -0.0562 5.9014 -1.4 -0.7 -0.4 -0.9464
C -2.3477 -1.2789 5.2302 -0.6 -0.4 0.3 -0.8521
H -0.0806 -1.6690 7.8069 0.3 0.1 -0.3 0.3558
H 0.7996 -0.2850 6.1471 -0.3 -0.1 0.5 0.5312
H -0.6663 0.7783 6.4563 0.7 0.6 -0.4 0.4285
H -0.2259 0.0614 4.8179 -0.1 0.6 0.0 -0.0711
H -3.1237 -0.5353 5.4115 0.5 0.5 0.2 0.2360
H -2.1110 -1.2615 4.1664 0.7 0.3 0.1 0.2730
H -2.9668 -2.1721 5.3139 0.8 -0.5 0.7 0.3851
C -1.7260 -6.1665 -1.6258 0.0 -0.6 -2.2 -0.0378
O -1.5849 -4.9872 -1.3976 -0.2 0.5 0.8 -0.4962
N -2.4982 -6.6643 -2.6493 -0.4 -0.1 -0.2 0.1717
C -2.3442 -8.0985 -3.0865 -1.3 1.9 -0.1 -0.9114
C -3.5037 -5.7407 -3.3303 0.9 -0.7 0.9 -0.0556
H -1.1086 -6.9628 -1.1819 -0.1 0.0 0.4 0.3826
H -3.3209 -8.5590 -2.9379 0.2 -0.5 0.2 0.3373
H -1.5345 -8.6167 -2.5727 -0.2 0.2 0.0 0.3058
H -2.1943 -8.0701 -4.1658 0.4 -0.2 0.0 0.2852
H -3.6570 -4.9437 -2.6027 0.0 0.1 -0.3 -0.2686
H -3.1741 -5.3378 -4.2879 0.4 0.1 0.3 -0.0279
H -4.4697 -6.1918 -3.5571 0.1 -0.6 0.4 0.4318
C 3.2745 1.5158 3.4005 -0.9 0.6 0.0 -0.1241
O 2.0741 1.3107 3.2034 1.4 0.1 0.2 -0.3989
N 3.8297 2.7560 3.4997 0.1 -0.7 0.4 0.2729
C 5.2725 2.9826 3.4244 -0.1 0.3 0.1 -0.8077
C 3.0377 3.9301 3.2689 -0.2 0.6 -1.1 -0.2981
H 4.0336 0.7338 3.5572 -0.2 -0.2 -0.1 0.3099
H 5.8758 2.2839 4.0039 -0.3 -0.3 -0.1 0.3472
H 5.4920 3.9699 3.8308 -0.1 0.0 0.1 0.3432
H 5.6121 3.0218 2.3894 0.1 -0.2 -0.1 0.1979
H 3.2360 4.2557 2.2477 0.4 0.5 -0.1 0.5535
H 1.9579 3.7920 3.2139 0.2 -0.6 0.8 -0.5233
H 3.3136 4.7455 3.9375 -0.1 -0.1 0.1 0.4318
C -4.7688 -2.6091 -0.5729 -1.6 2.3 0.2 0.0604
O -5.5939 -2.6794 0.3437 1.2 -0.5 -1.3 -0.6672
N -4.6330 -1.4522 -1.3369 -0.5 -0.7 -0.3 0.3226
C -3.5083 -1.2543 -2.2328 -0.4 0.2 0.1 -0.3888
C -5.6338 -0.3300 -1.2763 1.4 -1.4 1.3 -0.3430
H -4.1264 -3.4203 -0.9490 0.2 0.0 0.5 0.3188
H -3.0871 -0.2581 -2.0972 -0.1 0.3 0.1 0.0920
H -3.8919 -1.3214 -3.2509 0.6 -0.2 -0.3 0.5476
H -2.6667 -1.9050 -1.9954 -0.4 -0.4 -0.3 -0.3102
H -5.7197 0.3050 -2.1581 0.4 -0.5 -0.3 0.3847
H -6.6009 -0.7640 -1.0227 0.1 0.2 0.2 0.3574
H -5.1880 0.2547 -0.4716 -1.0 0.3 0.1 -0.4876
C 1.8982 6.8202 -0.6913 -0.1 -2.6 -2.2 0.0671
O 2.2074 6.5374 -1.8752 -0.2 1.4 2.4 -0.5795
N 1.5214 5.8150 0.1619 1.2 -0.5 0.7 0.4501
C 1.7511 4.3719 -0.1608 -1.0 1.0 -1.1 0.4305
C 0.8705 6.0731 1.4303 -0.8 0.1 0.1 -0.3454
H 1.8327 7.8276 -0.2519 0.0 -0.1 -0.2 0.3104
H 2.1995 3.7763 0.6344 0.0 0.5 0.1 -0.8086
H 2.3013 4.2973 -1.0988 0.4 0.2 0.3 0.1559
H 0.7992 3.9127 -0.4276 -0.3 -0.1 0.4 -0.0884
H 1.2870 5.5866 2.3123 0.5 -0.2 -0.3 -0.3472
H 0.8180 7.1321 1.6828 0.1 0.1 -0.4 0.3859
H -0.1544 5.7095 1.3562 -0.2 0.0 0.1 0.2137
C 2.9009 -4.1719 2.5342 1.1 -1.8 1.5 0.1571
O 2.8767 -5.4095 2.6675 -0.6 1.7 -0.6 -0.6551
N 1.9486 -3.2918 2.8531 -1.2 1.5 0.6 0.2900
C 0.5940 -3.6812 3.2716 -0.3 -1.3 -1.5 -1.1088
C 2.0703 -1.8359 2.6378 0.1 0.1 -0.8 -0.1304
H 3.8773 -3.6939 2.3596 -0.1 0.3 -0.6 0.3614
H -0.0787 -3.6100 2.4169 -0.2 0.8 -0.3 0.3569
H 0.1261 -3.1419 4.0952 0.7 0.1 0.1 0.2589
H 0.5224 -4.7640 3.3747 0.6 0.0 0.8 0.4359
H 1.8612 -1.1856 3.4872 -0.1 -0.6 0.4 0.1410
H 3.0173 -1.4831 2.2292 0.3 -0.7 0.1 -0.4172
H 1.3693 -1.5217 1.8645 -0.3 -0.1 0.0 0.1522
C 3.7733 -4.3103 -2.0044 2.3 -1.9 -0.3 0.5981
O 4.9120 -4.4834 -2.4715 -1.6 1.0 0.6 -0.7224
N 3.1668 -5.2100 -1.1960 -1.2 0.4 0.6 0.2554
C 1.7535 -4.9411 -0.9256 -0.4 0.3 -0.6 0.3740
C 3.6438 -6.4698 -0.6011 -0.3 -0.2 -0.8 -0.8715
H 3.1016 -3.4610 -2.2041 0.3 0.1 -0.2 0.0275
H 1.1809 -5.8660 -0.9957 0.1 0.0 0.4 0.3200
H 1.3320 -4.3080 -1.7065 0.2 0.0 -0.2 -0.7575
H 1.5120 -4.3845 -0.0201 0.3 -0.4 0.5 -0.1635
H 2.9217 -7.2389 -0.8752 -0.3 0.0 0.0 0.3075
H 4.5572 -6.8796 -1.0322 0.3 0.8 0.2 0.3509
H 3.6158 -6.4297 0.4878 0.4 0.2 0.0 0.2876
C 4.9431 -0.3922 0.1041 -0.5 0.2 -0.1 -0.2164
O 3.7567 -0.4758 -0.0931 -1.6 -0.9 -0.2 -0.3075
N 5.5367 0.7907 0.0250 1.1 1.4 -0.4 0.4639
C 6.9570 0.8870 0.0868 0.8 -0.2 0.0 -1.0144
C 4.8290 2.0449 -0.2976 -0.8 -1.2 1.3 -0.7653
H 5.5807 -1.2524 0.3604 0.1 0.1 0.0 0.3995
H 7.3821 0.9261 -0.9161 0.2 0.4 0.0 0.3049
H 7.3832 0.0021 0.5594 -0.1 0.0 0.1 0.3759
H 7.2247 1.7610 0.6806 0.3 0.0 -0.2 0.2819
H 5.4134 2.8661 0.1174 0.0 0.0 -0.4 0.4023
H 4.5057 2.1927 -1.3280 0.5 -0.1 -0.2 0.2139
H 3.9081 1.9638 0.2798 -0.3 0.3 0.0 -0.0457
C -0.0629 4.0479 -3.6335 2.7 0.9 -0.1 0.2126
O -1.2144 4.2513 -3.7665 -3.8 0.6 0.0 -0.5772
N 0.5466 2.8940 -3.8565 2.7 -1.9 0.0 0.1382
C -0.1484 1.6969 -4.2118 -1.8 -0.3 -0.5 -1.0992
C 2.0559 2.7985 -3.9024 -2.3 0.2 0.3 -0.5827
H 0.6419 4.8563 -3.3848 0.2 0.1 0.2 0.3413
H -0.0852 0.8861 -3.4860 0.7 -0.1 -0.1 0.1609
H 0.0246 1.3767 -5.2392 0.8 -0.3 0.1 0.3987
H -1.2236 1.8646 -4.2749 -0.1 0.6 0.3 0.3649
H 2.3887 2.0434 -3.1903 0.1 0.1 0.1 -0.0734
H 2.3127 2.4666 -4.9084 0.4 0.3 0.0 0.3209
H 2.3978 3.7960 -3.6266 0.5 -0.2 -0.3 0.4292
C -1.6241 -2.5841 -5.2168 -1.6 2.1 0.7 0.2305
O -2.5967 -2.2034 -5.8805 1.3 -1.2 0.1 -0.6845
N -0.9409 -3.7178 -5.1968 -1.1 -1.5 -1.0 0.2528
C 0.0348 -3.9455 -4.1570 0.8 -0.6 -0.1 -0.9614
C -1.2814 -4.7827 -6.1458 0.4 -0.2 -0.3 -1.0201
H -1.2554 -1.9235 -4.4168 0.2 0.2 0.0 0.2764
H 0.9257 -3.3563 -4.3743 0.1 -0.1 0.2 0.4113
H 0.2808 -5.0069 -4.1898 0.2 0.0 0.0 0.4447
H -0.2928 -3.7709 -3.1322 -0.4 0.3 -0.2 -0.0740
H -1.7067 -4.3556 -7.0540 0.2 0.1 0.1 0.3578
H -0.3974 -5.3728 -6.3872 0.3 0.4 -0.2 0.4140
H -1.9751 -5.5585 -5.8216 -0.3 0.3 0.6 0.2643
C -2.4106 3.8452 -0.5741 0.2 -0.7 0.8 -0.5042
O -1.8063 3.0379 0.1379 0.3 0.4 -0.5 -0.0083
N -3.7263 3.7774 -0.7891 -0.6 -1.1 0.4 0.4118
C -4.4296 4.9640 -1.2176 -0.7 -0.7 -0.8 -1.0457
C -4.4876 2.6023 -0.2666 0.5 0.5 -0.2 -0.7847
H -1.9275 4.6896 -1.0897 0.0 0.0 0.1 0.3250
H -5.3002 4.6195 -1.7756 -0.2 0.1 0.0 0.3358
H -3.8326 5.4928 -1.9607 0.1 0.3 0.4 0.3578
H -4.7764 5.5637 -0.3761 0.2 0.2 -0.1 0.3041
H -5.3265 2.3167 -0.9013 0.0 0.8 -0.1 0.4469
H -3.8813 1.6966 -0.2548 0.5 0.5 0.0 -0.2995
H -4.8436 2.7530 0.7526 0.0 0.2 0.0 0.5707
C -2.8035 4.6513 2.9264 0.9 1.1 -0.7 0.4478
O -3.3100 5.7349 2.7111 -0.9 -0.3 -0.1 -0.7098
N -1.6860 4.5302 3.6555 0.9 -1.1 2.1 0.3757
C -0.9298 3.2782 3.6187 0.8 0.0 -0.7 0.5824
C -1.0663 5.5651 4.5014 0.8 -0.2 -0.3 -0.9539
H -3.0110 3.6911 2.4293 -0.7 0.1 0.0 0.1236
H -1.3766 2.4692 3.0407 -0.6 0.3 0.1 -0.6179
H -0.5776 2.8394 4.5523 -0.5 0.4 0.5 0.5547
H -0.0083 3.4538 3.0635 0.2 0.1 -0.1 -0.9060
H -1.5145 6.5568 4.5613 -0.4 -0.4 -0.6 0.3401
H -0.8791 5.2636 5.5320 -0.6 -0.6 0.1 0.3308
H -0.0394 5.6595 4.1483 0.1 0.4 -0.3 0.2232
C 2.7521 -0.7107 -3.6238 1.3 -0.5 -0.1 -0.2289
O 1.7665 -1.2855 -3.9979 -1.5 -0.2 -0.3 -0.6724
N 3.7480 -0.2723 -4.4241 -0.2 -0.7 -1.1 0.4350
C 4.9679 0.1323 -3.7954 0.2 0.8 0.5 -0.5026
C 3.6517 -0.2865 -5.9228 -0.3 0.0 1.2 -0.9661
H 3.0185 -0.6023 -2.5610 -0.2 0.2 0.2 0.5478
H 5.3079 1.0072 -4.3496 0.6 -0.1 0.2 0.3496
H 5.7300 -0.6256 -3.6141 0.2 -0.3 -1.0 0.2650
H 4.7713 0.4126 -2.7605 -0.4 0.5 0.0 -0.2389
H 2.6548 -0.6086 -6.2238 -0.1 0.4 0.3 0.2332
H 3.8802 0.7318 -6.2374 -0.1 -0.1 -0.3 0.3583
H 4.2966 -0.9889 -6.4508 0.5 0.0 0.5 0.3120
C -6.5813 2.1022 3.5404 0.0 2.1 2.2 0.1674
O -7.0139 2.7842 4.4863 0.0 -1.0 -1.4 -0.6508
N -5.3623 1.5501 3.6105 1.5 -0.8 -0.7 0.2434
C -4.8560 0.6008 2.6333 -0.5 0.4 0.0 -0.3379
C -4.4989 1.6687 4.7763 -1.5 -0.2 1.0 -0.9976
H -7.1059 2.0592 2.5733 0.1 -0.5 0.1 0.3466
H -3.8055 0.8055 2.4269 -0.1 0.0 -0.2 -0.1064
H -5.4620 0.7361 1.7374 0.2 -0.5 -0.1 0.0863
H -4.9329 -0.4111 3.0311 0.0 -0.2 -0.3 0.3661
H -4.8006 0.9312 5.5200 -0.2 -0.3 0.2 0.4023
H -3.4580 1.3986 4.5986 -0.1 0.7 -0.6 0.0644
H -4.7227 2.6126 5.2734 0.6 0.2 -0.2 0.4399